[1]
ORCA calculation (ωB97M-V/def2-TZVPD) on a molecular structure, C52H56CdN6O3P2SiTe.

Calculated values
* HOMO energy: -0.243 Eh
* max |F|: 0.8 eV/Å
* total energy: -108226.8599 eV
* Kohn-Sham gap: 0.2502 Ha
* 2S+1: 1

Geometry (Å):
Cd (0.106, -0.273, 0.532)
Te (-4.010, 2.040, 0.659)
C (-4.923, 3.918, 0.299)
C (-6.225, 3.991, -0.177)
C (-6.771, 5.234, -0.468)
N (-6.116, 6.386, -0.324)
C (-4.867, 6.302, 0.143)
C (-4.234, 5.111, 0.465)
C (-2.049, 2.609, 0.131)
P (-0.896, 2.059, 1.416)
C (-1.612, 2.267, 3.073)
C (-2.083, 1.131, 3.727)
C (-2.696, 1.239, 4.967)
C (-2.844, 2.487, 5.556)
C (-2.377, 3.625, 4.907)
C (-1.757, 3.516, 3.670)
C (0.422, 3.346, 1.455)
C (1.551, 3.183, 2.259)
C (2.559, 4.137, 2.263)
C (2.448, 5.273, 1.467)
C (1.309, 5.462, 0.699)
C (0.299, 4.505, 0.700)
P (-1.545, 1.603, -1.290)
C (-2.871, 1.684, -2.545)
C (-3.575, 2.868, -2.787)
C (-4.579, 2.903, -3.738)
C (-4.889, 1.759, -4.471)
C (-4.187, 0.585, -4.246)
C (-3.182, 0.548, -3.282)
C (-0.203, 2.511, -2.195)
C (0.081, 3.795, -2.403)
C (1.427, 4.179, -2.876)
C (2.446, 3.321, -2.993)
C (2.262, 1.886, -2.648)
C (0.853, 1.508, -2.365)
H (-6.817, 3.097, -0.340)
H (-7.784, 5.305, -0.852)
H (-4.342, 7.244, 0.266)
H (-3.209, 5.110, 0.821)
H (-1.976, 0.160, 3.252)
H (-3.070, 0.352, 5.463)
H (-3.320, 2.574, 6.525)
H (-2.498, 4.599, 5.364)
H (-1.390, 4.406, 3.170)
H (1.633, 2.313, 2.900)
H (3.429, 3.999, 2.893)
H (3.241, 6.011, 1.457)
H (1.202, 6.356, 0.096)
H (-0.608, 4.645, 0.125)
H (-3.344, 3.754, -2.205)
H (-5.128, 3.822, -3.907)
H (-5.676, 1.789, -5.214)
H (-4.424, -0.306, -4.816)
H (-2.646, -0.375, -3.092)
H (-0.649, 4.573, -2.215)
H (1.606, 5.222, -3.112)
H (3.416, 3.668, -3.336)
H (4.014, 1.211, -3.401)
H (0.545, 0.514, -2.672)
O (-0.631, -1.744, 2.500)
H (0.076, -2.261, 2.013)
H (-0.186, -1.392, 3.279)
N (3.291, -0.153, 2.653)
C (2.144, -0.059, 2.508)
H (4.279, -0.269, 2.737)
C (2.649, 0.989, -4.912)
N (3.041, 0.911, -3.475)
C (2.921, -0.480, -2.977)
C (2.471, -0.751, -1.713)
N (2.075, 0.091, -0.764)
C (1.890, 1.425, -1.266)
H (3.295, 0.318, -5.472)
H (2.751, 2.013, -5.262)
H (1.615, 0.664, -4.976)
H (3.257, -1.223, -3.679)
H (2.432, -1.803, -1.462)
H (1.875, 2.215, -0.522)
N (-2.875, -2.901, 0.000)
C (-3.277, -1.610, -0.096)
N (-4.474, -1.373, -0.689)
O (-2.588, -0.689, 0.334)
H (-3.372, -3.669, -0.409)
H (-1.992, -3.070, 0.445)
H (-5.066, -2.107, -1.030)
H (-4.754, -0.410, -0.787)
C (1.175, -6.430, -0.851)
C (0.643, -5.079, -0.351)
C (0.105, -4.314, -1.572)
C (-0.486, -5.390, 0.646)
Si (1.797, -3.875, 0.579)
O (1.080, -2.422, 0.732)
C (3.507, -3.693, -0.223)
C (4.117, -4.550, -1.143)
C (5.388, -4.292, -1.651)
C (6.089, -3.168, -1.243)
C (5.513, -2.305, -0.318)
C (4.246, -2.571, 0.177)
C (2.184, -4.556, 2.299)
C (2.359, -3.636, 3.341)
C (2.722, -4.037, 4.621)
C (2.915, -5.382, 4.897)
C (2.742, -6.317, 3.886)
C (2.385, -5.906, 2.607)
H (0.340, -7.024, -1.245)
H (1.648, -7.027, -0.070)
H (1.888, -6.319, -1.666)
H (-0.732, -4.860, -2.026)
H (0.879, -4.202, -2.338)
H (-0.242, -3.312, -1.311)
H (-1.309, -5.913, 0.142)
H (-0.880, -4.500, 1.135)
H (-0.133, -6.031, 1.456)
H (3.612, -5.445, -1.475)
H (5.830, -4.976, -2.365)
H (7.075, -2.964, -1.642)
H (6.050, -1.419, 0.001)
H (3.781, -1.872, 0.863)
H (2.194, -2.584, 3.144)
H (2.851, -3.299, 5.405)
H (3.194, -5.702, 5.893)
H (2.886, -7.370, 4.093)
H (2.267, -6.663, 1.843)

---

[2]
ORCA calculation (ωB97M-V/def2-TZVPD) on C6H16NPS in the gas phase in a non-equilibrium geometry.

Calculated values
* SMILES string: CCN(CC)P(C)(C)=S
* HOMO energy: -0.312 Eh
* max |F|: 4.0 eV/Å
* total energy: -28095.3040 eV
* Kohn-Sham gap: 0.3419 Ha
* 2S+1: 1

Geometry (Å):
C (0.801, 1.331, -2.448)
C (-0.237, 0.803, -1.412)
N (0.259, 0.144, -0.171)
C (0.670, 1.089, 0.866)
C (-0.558, 1.815, 1.359)
P (-0.679, -1.190, 0.295)
C (-0.139, -1.491, 2.060)
C (0.257, -2.531, -0.649)
S (-2.600, -1.064, -0.041)
H (1.703, 0.617, -2.526)
H (0.226, 1.521, -3.397)
H (1.342, 2.207, -2.112)
H (-0.983, 1.610, -1.164)
H (-0.690, -0.055, -1.945)
H (1.272, 1.809, 0.294)
H (1.181, 0.514, 1.689)
H (-1.073, 1.204, 2.003)
H (-0.348, 2.716, 1.747)
H (-1.236, 2.124, 0.577)
H (0.845, -1.925, 2.332)
H (-0.370, -0.565, 2.496)
H (-0.920, -2.162, 2.447)
H (-0.361, -2.712, -1.467)
H (1.254, -2.297, -0.732)
H (0.382, -3.508, -0.101)

---

[3]
ORCA calculation (ωB97M-V/def2-TZVPD) on 3 unconnected molecules or ions with the total composition C28H56F6N3O10P2S3 in a non-equilibrium geometry.

Calculated values
* HOMO energy: -0.392 Eh
* max |F|: 10.7 eV/Å
* total energy: -122256.7782 eV
* Kohn-Sham gap: 0.1629 Ha
* total charge: +1
* 2S+1: 1

Geometry (Å):
C (5.089, 0.253, -5.190)
C (4.397, 1.336, -4.200)
C (3.816, 0.630, -2.848)
O (4.396, 1.216, -1.688)
C (3.704, 2.188, -0.938)
S (4.685, 3.745, -1.418)
C (4.309, 5.208, -0.362)
O (6.166, 3.412, -1.545)
O (4.365, 4.222, -2.832)
C (2.080, 2.320, -0.997)
C (1.539, 2.971, -2.359)
C (0.290, 2.141, -3.016)
C (0.445, 2.135, -4.632)
F (-0.118, 3.295, -5.241)
N (1.377, 1.913, 0.085)
S (-0.337, 2.118, 0.251)
O (-0.804, 3.397, -0.426)
O (-0.813, 2.326, 1.673)
C (-1.421, 0.762, -0.414)
F (-2.196, 1.309, -1.484)
F (-0.762, -0.344, -0.973)
C (-2.591, 0.288, 0.617)
F (-3.514, 1.310, 0.874)
F (-2.123, -0.296, 1.779)
F (-3.322, -0.712, -0.080)
C (2.411, 1.304, 1.025)
C (2.111, -0.303, 0.867)
N (0.776, -0.688, 1.489)
P (1.942, 1.433, 2.916)
O (1.879, 3.044, 3.438)
O (2.911, 0.418, 3.874)
C (3.951, 1.642, 0.608)
C (4.605, 2.519, 1.729)
C (6.074, 3.104, 1.667)
N (7.209, 2.138, 1.712)
C (8.233, 2.382, 0.651)
C (9.662, 1.678, 0.986)
C (7.912, 2.157, 3.013)
C (8.012, 0.836, 3.938)
O (8.509, 3.168, 3.475)
P (5.115, 0.110, 0.359)
S (5.601, -0.721, 2.091)
H (4.345, -0.484, -5.628)
H (5.607, 0.872, -6.004)
H (5.937, -0.243, -4.599)
H (5.272, 1.985, -3.825)
H (3.635, 1.997, -4.720)
H (4.205, -0.455, -2.925)
H (2.688, 0.549, -2.936)
H (5.299, 5.622, 0.054)
H (3.873, 6.062, -0.997)
H (3.607, 5.016, 0.512)
H (2.315, 2.868, -3.204)
H (1.258, 4.077, -2.212)
H (0.272, 1.048, -2.713)
H (-0.661, 2.723, -2.812)
H (-0.180, 1.233, -4.985)
H (1.509, 1.924, -4.969)
H (2.846, -0.925, 1.505)
H (2.208, -0.657, -0.209)
H (0.942, -1.176, 2.390)
H (0.466, -1.473, 0.877)
H (2.133, 3.161, 4.384)
H (2.577, -0.507, 3.841)
H (4.643, 1.894, 2.704)
H (3.905, 3.412, 1.945)
H (6.180, 3.682, 2.669)
H (6.321, 3.890, 0.894)
H (8.447, 3.502, 0.567)
H (7.932, 1.928, -0.363)
H (10.206, 1.523, -0.015)
H (10.308, 2.319, 1.676)
H (9.520, 0.618, 1.416)
H (7.001, 0.506, 4.335)
H (8.573, 0.001, 3.381)
H (8.673, 1.082, 4.847)
H (4.452, -0.963, -0.341)
H (6.376, 0.479, -0.215)
C (-4.829, -2.854, -1.219)
C (-5.605, -3.742, -2.175)
O (-6.303, -4.795, -1.529)
C (-7.297, -4.411, -0.590)
C (-8.424, -3.596, -1.201)
H (-4.174, -3.453, -0.581)
H (-4.221, -2.135, -1.774)
H (-5.497, -2.291, -0.563)
H (-4.902, -4.216, -2.865)
H (-6.292, -3.152, -2.792)
H (-6.842, -3.883, 0.254)
H (-7.714, -5.338, -0.188)
H (-8.073, -2.620, -1.543)
H (-9.215, -3.427, -0.466)
H (-8.849, -4.112, -2.066)
C (-10.202, -5.491, 2.498)
C (-11.256, -5.306, 1.421)
O (-12.514, -5.870, 1.757)
C (-13.155, -5.340, 2.908)
C (-13.477, -3.860, 2.795)
H (-10.120, -6.544, 2.782)
H (-9.228, -5.144, 2.144)
H (-10.448, -4.928, 3.402)
H (-10.922, -5.816, 0.513)
H (-11.371, -4.249, 1.157)
H (-12.562, -5.546, 3.805)
H (-14.091, -5.894, 3.021)
H (-12.569, -3.253, 2.765)
H (-14.070, -3.531, 3.652)
H (-14.036, -3.656, 1.878)

---

[4]
ORCA calculation (ωB97M-V/def2-TZVPD) on 2 unconnected molecules or ions with the total composition C4H5FO2 in a non-equilibrium geometry.

Calculated values
* HOMO energy: -0.337 Eh
* max |F|: 5.0 eV/Å
* total energy: -11039.0473 eV
* Kohn-Sham gap: 0.3562 Ha
* 2S+1: 1

Geometry (Å):
C (1.658, 1.220, -0.524)
C (3.133, -0.322, -0.037)
C (0.181, -0.550, 0.462)
C (0.480, 0.957, 0.379)
O (1.892, 1.931, -1.435)
O (3.753, -1.038, -0.777)
F (3.343, -0.281, 1.219)
H (-0.847, -0.772, 0.978)
H (1.034, -1.059, 0.886)
H (-0.015, -1.042, -0.549)
H (0.856, 1.503, 1.286)
H (-0.457, 1.558, -0.060)

---

[5]
ORCA calculation (ωB97M-V/def2-TZVPD) on 8 unconnected molecules or ions with the total composition C28H38N4O22 in a non-equilibrium geometry.

Calculated values
* SMILES string: CC(=O)N(C)[C@H](C#N)[C@@H](N)C#N.O=C1OCCO1.O=C1OCCO1.O=C1OCCO1.O=C1OCCO1.O=C1OCCO1.O=C1OCCO1.O=C1OCCO1
* HOMO energy: -0.349 Eh
* max |F|: 5.8 eV/Å
* total energy: -80656.3389 eV
* Kohn-Sham gap: 0.3465 Ha
* 2S+1: 1

Geometry (Å):
C (-0.743, 0.080, -1.025)
C (-0.095, -0.031, 0.359)
O (-0.261, 0.876, 1.101)
N (0.655, -1.155, 0.823)
C (0.176, -2.452, 0.293)
C (2.096, -0.985, 0.678)
C (2.636, -0.181, 1.848)
N (3.041, 0.331, 2.759)
C (2.544, -0.247, -0.654)
N (2.987, 1.145, -0.394)
C (3.790, -0.997, -1.159)
N (4.622, -1.608, -1.587)
H (-0.218, -0.475, -1.815)
H (-1.798, -0.242, -1.049)
H (-0.726, 1.146, -1.294)
H (-0.719, -2.726, 0.886)
H (0.911, -3.242, 0.520)
H (-0.086, -2.451, -0.784)
H (2.594, -1.965, 0.685)
H (1.817, -0.308, -1.474)
H (4.001, 1.110, -0.341)
H (2.775, 1.688, -1.236)
O (0.601, -2.622, -2.560)
C (1.062, -2.182, -3.568)
O (1.057, -0.866, -3.905)
C (1.900, -0.712, -5.051)
C (1.880, -2.090, -5.659)
O (1.663, -2.929, -4.522)
H (1.508, 0.050, -5.723)
H (2.896, -0.413, -4.719)
H (1.055, -2.228, -6.361)
H (2.814, -2.343, -6.156)
O (-1.522, -5.560, 1.933)
C (-1.199, -5.152, 3.004)
O (0.052, -4.713, 3.316)
C (-0.026, -4.098, 4.607)
C (-1.235, -4.751, 5.214)
O (-2.030, -5.065, 4.072)
H (0.881, -4.281, 5.180)
H (-0.152, -3.020, 4.477)
H (-0.990, -5.678, 5.740)
H (-1.770, -4.088, 5.891)
O (8.825, -6.530, -3.399)
C (7.792, -6.056, -3.058)
O (6.960, -5.351, -3.873)
C (5.734, -5.152, -3.169)
C (6.158, -5.268, -1.730)
O (7.282, -6.145, -1.800)
H (5.305, -4.179, -3.402)
H (5.027, -5.932, -3.463)
H (6.480, -4.312, -1.311)
H (5.378, -5.687, -1.096)
O (2.518, 2.737, -2.974)
C (1.429, 2.967, -3.403)
O (1.183, 3.653, -4.545)
C (-0.211, 3.523, -4.835)
C (-0.804, 3.232, -3.481)
O (0.276, 2.579, -2.807)
H (-0.603, 4.437, -5.277)
H (-0.350, 2.700, -5.540)
H (-1.067, 4.138, -2.932)
H (-1.678, 2.586, -3.533)
O (-3.627, 5.195, -1.614)
C (-3.181, 4.666, -0.645)
O (-2.908, 5.306, 0.522)
C (-2.606, 4.305, 1.502)
C (-2.155, 3.143, 0.657)
O (-2.875, 3.348, -0.566)
H (-1.833, 4.651, 2.186)
H (-3.511, 4.085, 2.073)
H (-1.086, 3.168, 0.444)
H (-2.402, 2.182, 1.097)
O (-3.167, -2.679, 5.736)
C (-4.274, -3.070, 5.534)
O (-5.358, -2.266, 5.397)
C (-6.440, -3.078, 4.942)
C (-6.038, -4.454, 5.407)
O (-4.613, -4.376, 5.411)
H (-7.383, -2.747, 5.373)
H (-6.503, -3.005, 3.854)
H (-6.383, -4.671, 6.420)
H (-6.382, -5.241, 4.739)
O (-1.987, 10.537, 3.852)
C (-2.052, 9.990, 2.801)
O (-2.335, 10.612, 1.624)
C (-2.098, 9.676, 0.573)
C (-2.244, 8.350, 1.273)
O (-1.857, 8.657, 2.612)
H (-2.817, 9.807, -0.233)
H (-1.091, 9.834, 0.180)
H (-3.274, 7.989, 1.275)
H (-1.602, 7.580, 0.850)

---

[6]
ORCA calculation (ωB97M-V/def2-TZVPD) on a molecular structure, C48H49MnNP2STe in a non-equilibrium geometry.

Calculated values
* HOMO energy (alpha / beta): -0.257 / -0.256 Eh
* max |F|: 1.0 eV/Å
* total energy: -120084.6280 eV
* Kohn-Sham gap (alpha / beta): 0.2553 / 0.2638 Ha
* 2S+1: 2

Geometry (Å):
Mn (-0.491, -0.913, -0.539)
C (0.944, 2.370, -0.996)
P (-0.726, 3.241, -0.826)
C (-0.976, 3.430, 0.965)
C (0.110, 3.699, 1.796)
C (-0.094, 4.111, 3.101)
C (-1.381, 4.244, 3.597)
C (-2.467, 4.022, 2.764)
C (-2.262, 3.662, 1.447)
C (-1.842, 1.952, -1.559)
C (-2.560, 0.846, -1.073)
C (-3.162, -0.014, -2.006)
C (-3.222, 0.282, -3.352)
C (-2.600, 1.428, -3.820)
C (-1.888, 2.211, -2.937)
C (1.470, 1.400, 0.006)
C (2.581, 1.563, 0.812)
C (2.814, 0.337, 1.462)
C (1.843, -0.531, 1.018)
C (1.435, -1.898, 1.497)
P (-0.323, -1.479, 1.986)
C (-1.259, -2.861, 2.752)
C (-1.618, -3.928, 1.932)
C (-2.520, -4.883, 2.356)
C (-3.087, -4.786, 3.616)
C (-2.746, -3.725, 4.439)
C (-1.849, -2.763, 4.014)
C (0.149, -0.561, 3.498)
C (-0.127, 0.786, 3.674)
C (0.277, 1.422, 4.837)
C (0.959, 0.731, 5.819)
C (1.229, -0.617, 5.652)
C (0.824, -1.258, 4.500)
N (1.008, 0.121, 0.137)
H (1.663, 3.190, -1.102)
H (0.857, 1.867, -1.965)
H (1.111, 3.569, 1.424)
H (0.760, 4.326, 3.731)
H (-1.542, 4.539, 4.624)
H (-3.471, 4.148, 3.144)
H (-3.098, 3.555, 0.769)
H (-2.307, -0.446, 0.575)
H (-3.632, -0.923, -1.644)
H (-3.748, -0.374, -4.033)
H (-2.652, 1.689, -4.868)
H (-1.349, 3.072, -3.315)
H (3.165, 2.460, 0.913)
H (3.601, 0.125, 2.161)
H (2.046, -2.236, 2.334)
H (1.442, -2.647, 0.698)
H (-1.190, -3.998, 0.938)
H (-2.780, -5.700, 1.699)
H (-3.793, -5.530, 3.952)
H (-3.193, -3.638, 5.419)
H (-1.616, -1.936, 4.669)
H (-0.640, 1.339, 2.899)
H (0.069, 2.470, 4.972)
H (1.281, 1.240, 6.716)
H (1.762, -1.164, 6.416)
H (1.020, -2.314, 4.382)
S (-0.234, -1.143, -2.693)
C (-0.115, -0.606, -4.352)
C (-0.686, -1.404, -5.338)
C (-0.610, -1.024, -6.663)
C (0.040, 0.147, -7.018)
C (0.602, 0.941, -6.032)
C (0.534, 0.568, -4.705)
H (-1.187, -2.319, -5.055)
H (-1.071, -1.640, -7.421)
H (0.108, 0.441, -8.055)
H (1.090, 1.865, -6.300)
H (0.977, 1.181, -3.935)
C (-4.706, 1.279, 1.914)
C (-4.292, 0.268, 0.837)
C (-4.328, -1.119, 1.497)
C (-2.811, 0.523, 0.383)
C (-5.287, 0.385, -0.306)
C (-5.379, 1.580, -1.016)
C (-6.244, 1.710, -2.086)
C (-7.033, 0.643, -2.478)
C (-6.964, -0.545, -1.775)
C (-6.102, -0.670, -0.700)
H (-4.039, 1.232, 2.772)
H (-5.714, 1.048, 2.255)
H (-4.706, 2.292, 1.528)
H (-3.627, -1.149, 2.333)
H (-4.054, -1.899, 0.787)
H (-5.315, -1.343, 1.894)
H (-2.352, 1.280, 1.019)
H (-4.749, 2.414, -0.744)
H (-6.293, 2.645, -2.625)
H (-7.689, 0.732, -3.331)
H (-7.576, -1.384, -2.073)
H (-6.073, -1.615, -0.181)
C (0.136, -5.816, -0.702)
Te (-0.142, -3.859, -1.659)
C (1.988, -3.638, -1.953)
H (-0.782, -6.379, -0.820)
H (0.370, -5.746, 0.356)
H (0.930, -6.346, -1.209)
H (2.526, -3.566, -1.013)
H (2.144, -2.730, -2.523)
H (2.363, -4.495, -2.503)

---

[7]
ORCA calculation (ωB97M-V/def2-TZVPD) on 2 unconnected molecules or ions with the total composition C4H9NO2 in a non-equilibrium geometry.

Calculated values
* HOMO energy (alpha / beta): -0.308 / -0.296 Eh
* max |F|: 2.4 eV/Å
* total energy: -9872.4756 eV
* Kohn-Sham gap (alpha / beta): 0.3048 / 0.2888 Ha
* 2S+1: 1

Geometry (Å):
C (-0.124, -0.944, 0.550)
C (0.524, 0.487, 0.345)
C (0.970, 1.057, -0.970)
C (-1.679, 0.012, -0.458)
O (-0.805, -1.255, 1.704)
N (1.422, -0.600, 0.883)
O (2.376, -1.003, 0.170)
H (-0.301, -0.972, 2.478)
H (-0.118, -1.712, -0.215)
H (0.189, 1.152, 1.133)
H (1.959, 1.497, -0.830)
H (0.262, 1.790, -1.351)
H (1.087, 0.271, -1.714)
H (-2.404, -0.701, -0.086)
H (-1.898, 1.020, -0.128)
H (-1.459, -0.098, -1.512)